No. 1
Molecular formula: C3H3NS2
Method: DFT, the ωB97M-V functional and the def2-TZVPD basis

```
9
Properties=species:S:1:pos:R:3
C 0.96014 -0.79115 -0.29640
C 1.58441 -0.65928 0.74018
C -2.47289 -1.54727 0.04299
N -1.71480 -2.22983 0.55570
S -3.62285 -0.36598 -0.43118
S -2.73803 1.34196 0.55236
H 0.37323 -1.12100 -1.10164
H 2.14121 -0.32683 1.57050
H -2.53162 2.07464 -0.52679
```

## Properties
energy above the lowest of the compared OMol25 structures with the same formula, charge and spin	56.4	kcal/mol
SMILES	N#CSS.C#C
highest occupied orbital energy	-0.3670	hartree



No. 2
Molecular formula: C6H15NO
Method: DFT, the ωB97M-V functional and the def2-TZVPD basis

```
23
Properties=species:S:1:pos:R:3
C 2.36531 -1.36399 1.24439
C 0.93510 -0.82039 1.38413
C 0.10857 -1.11753 0.11282
C -1.13711 -0.25571 0.10153
C -1.20805 0.61932 -0.92129
N -2.25914 1.60330 -1.06891
C -2.35868 -0.46297 0.92756
H 2.31079 -2.45054 1.09761
H 2.87117 -0.96749 0.35829
H 3.05081 -1.07506 2.04818
H 0.99418 0.24144 1.59441
H 0.31645 -1.26265 2.18033
H 0.68089 -0.87001 -0.78517
H -0.13432 -2.18173 0.04897
H -0.51723 0.61257 -1.76738
H -3.09165 1.05136 -1.26640
H -2.13745 2.20570 -1.86492
H -2.28783 -0.43226 2.02764
H -2.55143 -1.51796 0.67026
H -3.12788 0.24377 0.68791
H 2.21781 1.94706 -2.11610
H 2.45335 1.32721 -0.66579
O 2.85578 1.51310 -1.52005
```

## Properties
energy above the lowest of the compared OMol25 structures with the same formula, charge and spin	42.5	kcal/mol
SMILES	CCC/C(C)=C/N.O
highest occupied orbital energy	-0.3037	hartree



No. 3
Molecular formula: C5H14O3
Method: DFT, the ωB97M-V functional and the def2-TZVPD basis

```
22
Properties=species:S:1:pos:R:3
O -0.98017 -0.95986 -2.68322
O -1.03752 0.59960 -1.05841
C -1.76041 -1.91471 -1.96528
C -1.26647 0.35807 -2.40151
C 1.67988 0.95194 1.71547
C 0.27679 0.74619 -0.64803
C 0.29226 0.66698 0.90996
H -2.85353 -1.76929 -1.94162
H -1.39115 -1.97628 -0.92775
H -1.54342 -2.86948 -2.47317
H -2.33011 0.54504 -2.64473
H -0.65180 0.98520 -3.07555
H 2.44934 0.31491 1.24779
H 1.64805 0.72983 2.79540
H 1.96871 2.00804 1.58187
H 0.69865 1.71264 -0.98485
H 0.90294 -0.06115 -1.07416
H -0.12639 -0.33874 1.10673
H -0.44719 1.41344 1.25843
O 1.10531 -0.48467 3.79613
H 1.89542 -1.06862 3.85082
H 1.47081 0.41093 3.61569
```

## Properties
energy above the lowest of the compared OMol25 structures with the same formula, charge and spin	63.3	kcal/mol
SMILES	CCCOCOC.O
highest occupied orbital energy	-0.3730	hartree



No. 4
Molecular formula: C15H19F3NO5S2
Method: DFT, the ωB97M-V functional and the def2-TZVPD basis

```
45
Properties=species:S:1:pos:R:3
C 4.04739 -3.79414 2.53241
C 2.59533 -3.58892 2.22011
O 2.51149 -2.87800 0.97008
C 1.24700 -2.49118 0.62425
C 1.29554 -1.90584 -0.72433
C 2.63337 -1.53003 -1.21028
C 0.16941 -2.20567 -1.56131
C 0.34108 -2.04542 -3.05694
O -0.93524 -2.51745 -1.10367
O 0.31508 -2.58774 1.40722
H 4.15150 -4.41385 3.41942
H 4.55557 -4.27754 1.69790
H 4.53761 -2.84135 2.71977
H 2.09564 -4.55745 2.10381
H 2.09697 -3.01844 3.01135
H 3.30571 -1.39234 -0.35435
H 3.05353 -2.36993 -1.79436
H 2.64193 -0.61151 -1.81994
H 1.37995 -1.95976 -3.38119
H -0.09324 -2.92671 -3.53363
H -0.21871 -1.16984 -3.41060
C -2.40869 3.78953 1.01708
N -3.03860 3.28158 -0.19083
S -3.84558 1.75201 -0.07435
C -5.36503 2.26276 0.74802
F -6.09272 3.11060 -0.03777
F -6.07755 1.11387 0.95573
F -5.16630 2.86401 1.95171
S -1.99755 3.34495 -1.54938
C -0.76554 2.20164 -0.91079
C 0.58785 2.57303 -0.92786
C 1.47087 1.85722 -0.12195
C 0.99463 0.80197 0.66303
C -0.30364 0.32113 0.49176
C -1.14896 0.95798 -0.40187
O -2.67895 2.77085 -2.67695
O -1.48250 4.69116 -1.57517
H -3.02607 3.44918 1.84555
H -1.37934 3.40586 1.10611
H -2.40941 4.88651 1.00634
H 0.93105 3.38018 -1.58190
H 2.53142 2.12520 -0.11495
H 1.64560 0.30710 1.38271
H -0.65779 -0.58480 0.97921
H -2.04409 0.41957 -0.73917
```

## Properties
total charge	-1
energy above the lowest of the compared OMol25 structures with the same formula, charge and spin	0.0	kcal/mol
highest occupied orbital energy	-0.1186	hartree



No. 5
Molecular formula: C2H5N4
Method: DFT, the ωB97M-V functional and the def2-TZVPD basis

```
11
Properties=species:S:1:pos:R:3
C -2.92734 0.99021 -1.49709
C -0.05229 -0.61409 -0.09791
N -3.71055 1.66800 -1.98739
N 0.77951 -0.11428 0.94569
N -2.20591 -0.08498 -1.06281
N -0.93405 0.22667 -0.54523
H 0.09435 -1.75891 -0.29997
H 1.51485 -0.92398 1.10424
H -1.00910 1.57359 -0.29558
H -2.79749 -0.30109 -0.22348
H 1.12851 1.00664 0.80913
```

## Properties
total charge	+1
energy above the lowest of the compared OMol25 structures with the same formula, charge and spin	100.8	kcal/mol
highest occupied orbital energy	-0.5614	hartree



No. 6
Molecular formula: C6H9N
Method: DFT, the ωB97M-V functional and the def2-TZVPD basis

```
16
Properties=species:S:1:pos:R:3
C -0.64738 1.44191 0.20939
C -0.75895 -0.06535 0.31992
C 0.68142 -0.37854 -1.78593
C 1.56376 -0.46890 -0.81749
C 1.73452 -0.63304 0.47075
C 0.32876 -0.79299 1.07716
N -1.82767 -0.72860 0.12240
H 0.37443 1.81326 0.07800
H -1.01688 1.81028 1.16984
H -1.27627 1.86181 -0.58464
H 0.35317 0.57432 -2.18912
H 0.17982 -1.27492 -2.14060
H 2.66488 -0.77214 1.02545
H 0.05500 -1.85476 1.04508
H 0.18067 -0.44196 2.10611
H -2.58928 -0.09039 -0.10630
```

## Properties
energy above the lowest of the compared OMol25 structures with the same formula, charge and spin	72.0	kcal/mol
SMILES	[H]/N=C(\C)CC=C=C
highest occupied orbital energy	-0.3496	hartree



What did the fifth record say?
Molecular formula: C2H5N4
Method: DFT, the ωB97M-V functional and the def2-TZVPD basis

```
11
Properties=species:S:1:pos:R:3
C -2.92734 0.99021 -1.49709
C -0.05229 -0.61409 -0.09791
N -3.71055 1.66800 -1.98739
N 0.77951 -0.11428 0.94569
N -2.20591 -0.08498 -1.06281
N -0.93405 0.22667 -0.54523
H 0.09435 -1.75891 -0.29997
H 1.51485 -0.92398 1.10424
H -1.00910 1.57359 -0.29558
H -2.79749 -0.30109 -0.22348
H 1.12851 1.00664 0.80913
```

## Properties
total charge	+1
energy above the lowest of the compared OMol25 structures with the same formula, charge and spin	100.8	kcal/mol
highest occupied orbital energy	-0.5614	hartree